Record 1
Formula: C5H7N
Source: OMol25
Level of theory: ωB97M-V with the def2-TZVPD basis set

Orbital gap, eV: 9.2
Net charge: 0

Last column: Löwdin charge in e.
Cartesian coordinates (Å):
C -1.324 0.192 -0.254  -0.161
C -0.374 -0.896 -0.570  -0.133
C -0.035 0.739 -0.725  -0.091
C 1.124 0.482 0.240  -0.440
N 0.837 0.459 1.628  0.124
C 0.811 -0.921 0.357  -0.049
H -2.092 0.306 -1.017  0.115
H -1.702 0.290 0.756  0.098
H -0.698 -1.775 -1.152  0.131
H 0.035 1.486 -1.516  0.120
H 2.112 0.812 -0.041  0.134
H -0.149 0.620 1.819  0.034
H 1.454 -1.793 0.473  0.117


Record 2
Formula: C6H12OPPt
Source: OMol25
Level of theory: ωB97M-V with the def2-TZVPD basis set

Orbital gap (alpha / beta), eV: 4.9 / 6.4
Spin multiplicity: 5
Expectation value of S²: 6.009
Net charge: +1

Last column: Löwdin spin population.
Cartesian coordinates (Å):
C 0.180 -0.425 -2.462  0.487
C -0.767 -1.440 -2.679  0.369
C -0.542 -2.503 -1.733  0.450
C 0.450 -2.038 -0.843  0.511
C 0.908 -0.688 -1.249  0.540
Pt 0.366 1.695 -0.601  1.060
P -0.354 3.279 0.552  0.284
H 0.354 0.523 -2.993  0.041
H -1.525 -1.368 -3.422  0.011
H -1.132 -3.409 -1.602  0.016
H 1.923 -0.359 -0.962  0.076
H 0.899 -2.565 -0.005  0.014
H -1.310 2.979 1.590  0.034
H -0.918 4.304 -0.294  0.038
H 0.788 3.892 1.210  0.022
C -0.558 -0.844 3.308  0.002
O -0.014 -1.182 2.027  0.025
H -0.730 -1.787 3.845  0.000
H -1.514 -0.297 3.239  0.000
H 0.147 -0.229 3.894  0.001
H -0.083 -0.396 1.461  0.019


Record 3
Formula: C4H9NO
Source: OMol25
Level of theory: ωB97M-V with the def2-TZVPD basis set

Orbital gap, eV: 9.9
Net charge: 0
SMILES string: CN(C)CC=O

Last column: Löwdin charge in e.
Cartesian coordinates (Å):
C 1.072 -1.285 -0.151  -0.113
N 0.170 -0.242 0.291  -0.293
C -1.077 -0.785 0.798  -0.105
C -0.050 0.803 -0.695  -0.185
C 0.115 2.163 -0.043  -0.247
O -0.633 3.097 -0.199  0.048
H 0.681 -1.867 -1.006  0.089
H 1.256 -1.976 0.677  0.084
H 2.031 -0.845 -0.443  0.084
H -0.882 -1.441 1.653  0.084
H -1.728 0.027 1.137  0.089
H -1.624 -1.370 0.035  0.089
H -1.039 0.752 -1.174  0.126
H 0.701 0.737 -1.495  0.126
H 1.007 2.232 0.615  0.124


Record 4
Formula: C2H5NOS
Source: OMol25
Level of theory: ωB97M-V with the def2-TZVPD basis set

Orbital gap, eV: 10.2
Net charge: 0
SMILES string: O/N=C\CS

Last column: Löwdin charge in e.
Cartesian coordinates (Å):
O 0.433 1.211 1.550  -0.096
N -0.697 1.408 0.746  0.001
C -0.568 0.570 -0.197  -0.211
C 0.462 -0.572 -0.296  -0.603
S 0.447 -1.630 -1.711  0.693
H 0.244 1.754 2.334  0.100
H -1.323 0.619 -0.948  0.090
H 1.442 -0.130 -0.323  0.057
H 0.437 -1.188 0.625  0.083
H -0.877 -2.042 -1.781  -0.114


Record 5
Formula: C6H12GdN2OP
Source: OMol25
Level of theory: ωB97M-V with the def2-TZVPD basis set

Orbital gap (alpha / beta), eV: 4.9 / 5.3
Spin multiplicity: 8
Expectation value of S²: 15.779
Net charge: 0

Last column: Löwdin spin population.
Cartesian coordinates (Å):
C -0.282 0.529 -1.483  0.019
C -1.245 1.402 -2.051  0.001
C -0.584 2.588 -2.489  0.003
C 0.808 2.456 -2.208  0.002
C 1.023 1.196 -1.580  0.023
Gd 1.881 -1.863 0.095  6.443
P -0.203 -3.534 -0.558  0.281
H -0.475 -0.484 -1.104  0.014
H -2.308 1.178 -2.155  0.000
H -1.061 3.449 -2.958  0.000
H 1.985 0.774 -1.253  0.022
H 1.582 3.194 -2.417  0.000
H 0.153 -4.624 -1.457  0.009
H -1.454 -3.177 -1.197  0.042
H -0.762 -4.342 0.512  0.027
N -0.300 1.024 2.095  0.001
C 0.355 -0.068 2.484  0.011
N 0.369 -0.445 3.764  0.002
O 1.014 -0.782 1.619  0.097
H -0.831 1.552 2.780  0.000
H -0.367 1.227 1.099  0.000
H 0.883 -1.289 3.993  0.002
H -0.179 0.041 4.468  0.000


Record 6
Formula: C38H42FN2PdTe2
Source: OMol25
Level of theory: ωB97M-V with the def2-TZVPD basis set

Orbital gap (alpha / beta), eV: 7.6 / 6.1
Spin multiplicity: 3
Expectation value of S²: 2.035
Net charge: +1

Last column: Löwdin spin population.
Cartesian coordinates (Å):
Pd 0.662 -0.719 -0.336  0.756
C 3.350 -0.658 1.669  0.005
C 2.952 0.002 2.983  0.002
C 3.014 1.523 2.886  0.003
C 1.614 -0.493 3.527  0.030
C 1.639 -1.147 4.754  -0.001
C 0.487 -1.628 5.353  0.023
C -0.733 -1.442 4.731  -0.001
C -0.833 -0.761 3.521  0.039
C -2.195 -0.665 2.855  0.002
C -3.305 -0.269 3.826  0.001
C -2.517 -1.981 2.142  0.000
C 0.355 -0.297 2.916  0.041
N 0.235 0.307 1.639  0.540
C -0.394 1.529 1.621  0.032
C -0.269 2.448 2.686  0.089
C -0.805 3.716 2.607  -0.009
C -1.528 4.104 1.483  0.105
C -1.739 3.203 0.446  -0.012
C -1.188 1.948 0.526  0.084
F -1.521 1.051 -0.419  0.024
H 4.344 -0.328 1.358  0.001
H 2.638 -0.386 0.883  0.001
H 3.370 -1.746 1.765  0.000
H 3.690 -0.300 3.730  0.000
H 2.336 1.901 2.124  0.001
H 4.018 1.850 2.614  0.000
H 2.758 1.988 3.840  0.000
H 2.594 -1.283 5.247  0.000
H 0.541 -2.142 6.303  0.001
H -1.631 -1.833 5.191  0.000
H -2.166 0.106 2.091  0.001
H -3.499 -1.041 4.572  0.000
H -4.235 -0.115 3.277  0.000
H -3.062 0.656 4.350  0.000
H -2.532 -2.819 2.841  0.000
H -1.764 -2.192 1.377  -0.001
H -3.492 -1.922 1.656  0.000
H 0.304 2.146 3.550  0.003
H -0.660 4.410 3.424  -0.002
H -1.956 5.095 1.423  0.006
H -2.354 3.455 -0.408  -0.002
Te 1.419 1.587 -1.610  0.053
C 2.795 2.743 -0.522  0.008
C 4.158 2.478 -0.548  0.004
C 5.027 3.295 0.162  0.000
C 4.536 4.355 0.912  0.004
C 3.171 4.606 0.946  0.000
C 2.298 3.807 0.220  0.005
C 2.792 0.697 -2.929  0.007
C 3.092 1.330 -4.131  0.003
C 3.995 0.751 -5.011  0.000
C 4.596 -0.461 -4.695  0.000
C 4.295 -1.096 -3.498  0.000
C 3.393 -0.519 -2.615  0.002
H 4.547 1.653 -1.131  0.000
H 6.092 3.101 0.127  0.000
H 5.216 4.988 1.465  0.000
H 2.784 5.435 1.524  0.000
H 1.235 4.027 0.229  0.000
H 2.626 2.274 -4.383  0.001
H 4.229 1.246 -5.944  0.000
H 5.301 -0.909 -5.382  0.000
H 4.766 -2.038 -3.249  0.000
H 3.158 -1.008 -1.676  0.001
C -0.689 -4.408 -0.006  0.005
Te 1.117 -3.306 0.311  0.069
C 0.837 -3.719 2.382  0.008
C -0.345 -4.649 2.473  0.001
C -0.739 -5.145 3.715  0.000
C -1.855 -5.953 3.825  0.000
C -2.590 -6.279 2.689  0.000
C -2.201 -5.793 1.454  0.000
C -1.078 -4.975 1.338  0.001
H -0.500 -5.191 -0.738  0.001
H -1.466 -3.747 -0.391  0.001
H 0.646 -2.787 2.910  0.002
H 1.746 -4.169 2.777  0.001
H -0.165 -4.886 4.597  0.000
H -2.154 -6.335 4.792  0.000
H -3.462 -6.913 2.770  0.000
H -2.773 -6.046 0.570  0.000
N -0.142 -1.421 -2.418  0.056
H 0.551 -1.898 -2.986  0.000
H -0.500 -0.650 -2.973  0.002
H -0.916 -2.059 -2.272  0.002


Record 7
Formula: C6H8N2O
Source: OMol25
Level of theory: ωB97M-V with the def2-TZVPD basis set

Orbital gap, eV: 8.8
Net charge: 0
SMILES string: C=C1C=C(C)C(NO)=N1

Last column: Löwdin charge in e.
Cartesian coordinates (Å):
C 1.159 2.657 1.423  0.036
C 0.637 1.704 0.739  -0.336
C 1.177 0.705 -0.351  0.065
C 0.186 -0.191 -0.641  -0.181
C 0.318 -1.562 -1.493  -0.054
C -0.704 0.101 0.337  -0.487
N -1.895 -0.615 0.374  0.056
O -1.885 -1.820 -0.539  -0.178
N -0.600 1.062 1.087  0.135
H 0.435 3.054 2.280  0.106
H 2.291 3.078 1.543  0.119
H 2.037 0.771 -1.010  0.101
H 0.344 -2.462 -0.758  0.089
H -0.633 -1.853 -2.134  0.093
H 1.135 -1.261 -2.283  0.097
H -2.444 -0.756 1.220  0.135
H -1.558 -2.611 0.207  0.203


Record 8
Formula: C32H30BeN3O9S4Te
Source: OMol25
Level of theory: ωB97M-V with the def2-TZVPD basis set

Orbital gap (alpha / beta), eV: 7.8 / 4.1
Net charge: -1

Last column: Löwdin charge in e.
Cartesian coordinates (Å):
Be 2.378 0.529 0.140  -0.033
O 7.961 -2.665 2.702  0.058
N 6.890 -3.226 2.852  -0.364
O 6.747 -4.254 3.494  0.044
C 5.713 -2.637 2.226  -0.160
C 5.838 -1.415 1.563  0.076
C 4.726 -0.852 0.955  -0.075
C 3.447 -1.526 0.971  -0.229
O 2.444 -1.113 0.296  -0.022
C 3.401 -2.704 1.744  -0.069
C 4.512 -3.296 2.334  0.056
N 2.120 -3.358 1.978  -0.338
O 2.100 -4.576 2.025  0.065
O 1.131 -2.661 2.139  0.033
N 4.883 0.372 0.315  -0.283
O 6.005 0.920 0.265  -0.016
O 3.854 1.002 -0.238  -0.051
H 6.783 -0.902 1.507  0.118
H 4.424 -4.227 2.870  0.124
C -8.001 -1.542 -1.287  -0.056
C -6.553 -1.438 -0.895  -0.273
C -5.639 -2.421 -1.251  -0.024
C -4.294 -2.333 -0.913  -0.325
C -3.367 -3.425 -1.369  -0.107
C -3.843 -1.227 -0.169  -0.520
Te -1.793 -1.063 0.286  1.203
C -4.755 -0.225 0.200  -0.323
C -4.367 1.018 0.958  -0.088
C -6.089 -0.350 -0.174  -0.030
H -8.205 -2.483 -1.796  0.070
H -8.284 -0.728 -1.958  0.079
H -8.651 -1.483 -0.412  0.077
H -5.980 -3.280 -1.819  0.110
H -3.901 -4.140 -1.995  0.071
H -2.938 -3.966 -0.524  0.072
H -2.529 -3.015 -1.934  0.051
H -3.365 0.946 1.375  -0.008
H -5.071 1.197 1.774  0.080
H -4.395 1.892 0.303  0.077
H -6.785 0.433 0.112  0.120
O 2.139 0.972 1.837  -0.414
S 0.713 0.484 2.115  0.932
C 0.613 0.228 3.905  -0.292
C 0.013 1.486 4.525  -0.227
C -1.016 1.983 3.509  -0.234
C -0.286 1.996 2.174  -0.305
H 1.622 -0.023 4.227  0.103
H -0.027 -0.644 4.043  0.092
H 0.791 2.240 4.661  0.117
H -0.427 1.277 5.501  0.110
H -1.413 2.968 3.756  0.113
H -1.857 1.284 3.464  0.104
H 0.458 2.792 2.112  0.109
H -0.917 2.021 1.288  0.058
O 1.099 1.059 -0.562  -0.166
C 0.947 1.484 -1.867  -0.545
C -0.499 1.230 -2.294  -0.492
C -1.602 1.853 -1.778  -0.178
C -2.822 1.390 -2.337  -0.205
C -2.619 0.420 -3.271  -0.422
S -0.959 0.071 -3.470  1.056
C 1.910 0.725 -2.771  -0.489
C 2.084 -0.628 -2.784  -0.152
C 3.129 -1.041 -3.650  -0.171
C 3.728 0.013 -4.274  -0.413
S 3.040 1.500 -3.801  1.072
C 1.237 2.982 -1.957  -0.491
C 2.165 3.643 -1.209  -0.105
C 2.298 5.009 -1.576  -0.178
C 1.472 5.355 -2.602  -0.428
S 0.526 4.029 -3.121  1.037
H -1.529 2.634 -1.033  0.116
H -3.799 1.751 -2.052  0.096
H -3.359 -0.114 -3.845  0.064
H 1.522 -1.298 -2.149  0.116
H 3.432 -2.069 -3.784  0.099
H 4.551 -0.007 -4.968  0.057
H 2.749 3.149 -0.445  0.110
H 2.980 5.697 -1.100  0.098
H 1.361 6.319 -3.070  0.054


| no. | DFT total energy (Eh) | largest force on an atom (eV/Å) |
| --- | --- | --- |
| 1 | -249.29078 | 2.4 |
| 2 | -771.14262 | 3.6 |
| 3 | -287.76799 | 0.5 |
| 4 | -607.31093 | 1.8 |
| 5 | -1527.33711 | 4.3 |
| 6 | -2346.30139 | 0.4 |
| 7 | -417.95717 | 7.0 |
| 8 | -3954.29456 | 0.5 |